The following is a DFT calculation (the ωB97M-V functional and the def2-TZVPD basis) of a structure of composition C9H23BLiO3 at a distorted geometry.

Geometry (Å):
Li -12.674 11.515 -22.515
C -10.373 10.883 -23.977
O -11.671 11.235 -24.413
H -10.265 10.967 -22.896
H -10.037 9.877 -24.227
H -9.573 11.501 -24.383
B -14.536 12.559 -22.616
H -15.583 12.814 -22.679
H -13.986 12.879 -23.487
H -14.082 12.923 -21.707
H -14.489 11.488 -22.495
C -14.150 8.446 -20.337
C -13.604 7.550 -21.357
C -12.696 8.468 -22.183
O -12.680 9.774 -21.452
C -13.163 9.580 -20.083
H -14.404 7.982 -19.384
H -15.025 8.956 -20.741
H -14.393 7.175 -22.008
H -13.091 6.631 -21.075
H -12.967 8.511 -23.238
H -11.691 8.048 -22.229
H -13.602 10.521 -19.751
H -12.329 9.246 -19.465
C -10.253 14.509 -20.408
C -10.834 13.736 -19.270
C -12.135 13.231 -19.862
O -11.713 12.785 -21.197
C -10.746 13.691 -21.600
H -9.171 14.549 -20.288
H -10.740 15.482 -20.471
H -11.105 14.337 -18.402
H -10.257 12.899 -18.879
H -12.857 14.047 -19.898
H -12.564 12.330 -19.423
H -11.106 14.410 -22.335
H -9.881 13.167 -22.005

## Properties
ΔE to the lowest compared entry with this formula, charge and spin in eV: 1.951
Charge: -1
Spin multiplicity: 1
LUMO in eV: 2.8
E_tot in eV: -16727.73298

These are the Löwdin partial charges, in e, on atoms 1 to 4:
1. Li 0.573
2. C -0.418
3. O -0.459
4. H 0.017

=====

The following is a DFT calculation (the ωB97M-V functional and the def2-TZVPD basis) of a cluster of 9 separate species, C46H90F12O23 in total at a distorted geometry.

Geometry (Å):
C 4.119 -4.843 -0.805
C 2.651 -5.198 -0.667
O 1.948 -4.166 0.047
C 2.179 -3.899 1.326
O 2.958 -4.450 2.035
C 1.297 -2.761 1.841
F 0.485 -3.248 2.782
F 2.008 -1.742 2.317
F 0.509 -2.292 0.852
H 4.258 -4.124 -1.614
H 4.745 -5.730 -0.875
H 4.484 -4.305 0.070
H 2.577 -6.131 -0.101
H 2.078 -5.299 -1.583
C -3.398 -1.915 4.019
C -4.125 -1.530 2.744
O -4.512 -2.656 1.955
C -5.611 -3.325 2.264
O -6.312 -3.032 3.186
C -5.854 -4.505 1.317
F -5.479 -5.623 1.935
F -7.144 -4.576 1.065
F -5.176 -4.422 0.190
H -4.071 -2.248 4.809
H -2.814 -1.061 4.353
H -2.785 -2.794 3.799
H -3.482 -0.903 2.129
H -4.986 -0.903 2.974
C 4.689 5.594 -1.596
C 3.779 4.519 -2.164
O 3.847 4.581 -3.595
C 2.803 4.279 -4.336
O 1.745 3.924 -3.892
C 3.132 4.072 -5.833
F 2.780 2.843 -6.183
F 2.440 4.932 -6.569
F 4.428 4.212 -6.066
H 4.407 6.573 -1.985
H 5.705 5.383 -1.936
H 4.719 5.605 -0.508
H 2.764 4.549 -1.777
H 4.261 3.574 -1.905
C 1.019 5.746 2.088
C 2.125 4.998 1.365
O 3.281 4.727 2.182
C 3.205 3.787 3.109
O 2.234 3.147 3.374
C 4.564 3.492 3.805
F 4.714 2.170 3.823
F 5.600 4.000 3.167
F 4.513 3.937 5.046
H 1.250 6.759 2.406
H 0.647 5.081 2.869
H 0.180 5.825 1.394
H 2.509 5.671 0.599
H 1.762 4.076 0.917
C -0.460 4.735 -1.604
O -0.340 4.226 -0.295
C -1.399 3.459 0.239
C -1.187 1.976 0.064
O -1.249 1.661 -1.313
C -0.013 1.168 -1.835
C 0.233 -0.275 -1.439
O -0.643 -1.268 -1.878
C -1.898 -1.231 -1.224
H 0.482 5.211 -1.874
H -1.243 5.498 -1.643
H -0.629 3.974 -2.365
H -2.356 3.715 -0.232
H -1.440 3.709 1.302
H -1.839 1.384 0.708
H -0.183 1.801 0.477
H 0.807 1.852 -1.637
H -0.107 1.203 -2.927
H 0.281 -0.346 -0.342
H 1.267 -0.492 -1.726
H -1.801 -0.896 -0.187
H -2.342 -2.225 -1.230
H -2.595 -0.554 -1.716
C -0.846 1.003 3.583
O -2.093 1.388 3.047
C -2.862 2.232 3.878
C -4.009 2.780 3.064
O -4.990 1.743 2.914
C -6.129 2.164 2.182
C -5.917 1.986 0.687
O -5.072 2.958 0.114
C -4.892 2.784 -1.275
H -0.185 0.514 2.870
H -1.057 0.232 4.343
H -0.353 1.812 4.129
H -2.270 3.112 4.154
H -3.302 1.710 4.732
H -3.699 3.099 2.068
H -4.481 3.590 3.629
H -6.399 3.189 2.446
H -6.962 1.507 2.432
H -6.872 2.049 0.145
H -5.547 0.973 0.489
H -4.299 3.615 -1.641
H -5.839 2.693 -1.818
H -4.344 1.843 -1.412
C 3.676 1.219 -2.590
O 2.942 1.565 -1.442
C 3.425 1.005 -0.232
C 4.637 1.746 0.298
O 5.707 1.796 -0.620
C 6.759 2.630 -0.201
C 7.634 2.934 -1.409
O 8.117 1.763 -2.008
C 9.007 2.031 -3.067
H 3.174 1.615 -3.474
H 3.911 0.159 -2.721
H 4.657 1.704 -2.630
H 3.637 -0.063 -0.349
H 2.694 1.096 0.573
H 4.931 1.435 1.305
H 4.297 2.795 0.383
H 7.335 2.175 0.611
H 6.402 3.595 0.180
H 8.434 3.595 -1.055
H 7.026 3.478 -2.143
H 9.905 2.526 -2.680
H 8.488 2.614 -3.833
H 9.397 1.133 -3.544
C -2.787 3.307 -4.117
O -3.539 2.228 -4.603
C -2.908 0.995 -4.256
C -3.571 -0.156 -5.020
O -3.023 -1.311 -4.411
C -3.471 -2.508 -5.020
C -2.603 -3.617 -4.442
O -3.010 -4.874 -4.895
C -3.015 -5.863 -3.906
H -3.242 4.296 -4.125
H -1.805 3.356 -4.599
H -2.577 3.156 -3.048
H -3.055 0.961 -3.174
H -1.852 0.987 -4.541
H -3.187 -0.140 -6.044
H -4.652 0.000 -4.984
H -3.583 -2.492 -6.107
H -4.491 -2.706 -4.664
H -2.690 -3.513 -3.355
H -1.555 -3.382 -4.658
H -3.666 -5.591 -3.065
H -2.011 -5.935 -3.458
H -3.249 -6.885 -4.195
C 1.604 -4.705 5.468
O 0.855 -5.737 6.050
C -0.552 -5.598 5.933
C -1.081 -5.905 4.537
O -0.509 -7.045 3.962
C -1.072 -7.441 2.730
C -0.698 -6.649 1.504
O -1.122 -5.287 1.616
C -2.223 -4.923 0.811
H 1.133 -3.714 5.478
H 1.766 -4.895 4.398
H 2.596 -4.620 5.909
H -0.942 -4.645 6.297
H -0.893 -6.367 6.630
H -0.834 -5.003 3.962
H -2.179 -5.898 4.526
H -2.158 -7.527 2.880
H -0.745 -8.482 2.638
H -1.005 -7.025 0.524
H 0.393 -6.562 1.452
H -2.462 -3.870 0.937
H -3.123 -5.479 1.083
H -1.970 -5.115 -0.237

## Properties
ΔE to the lowest compared entry with this formula, charge and spin in eV: 0.000
SMILES: CCOC(=O)C(F)(F)F.CCOC(=O)C(F)(F)F.CCOC(=O)C(F)(F)F.CCOC(=O)C(F)(F)F.COCCOCCOC.COCCOCCOC.COCCOCCOC.COCCOCCOC.COCCOCCOC
Spin multiplicity: 1
LUMO in eV: 0.5
E_tot in eV: -128855.85474

These are the Löwdin partial charges, in e, on atoms 1 to 4:
1. C -0.053
2. C -0.178
3. O 0.019
4. C -0.407

=====

The following is a DFT calculation (the ωB97M-V functional and the def2-TZVPD basis) of a structure of composition C10H17NPt at a distorted geometry.

Geometry (Å):
Pt -0.730 -0.633 -1.032
C -0.387 -0.885 -3.369
H 0.710 -0.730 -3.282
H -0.429 -1.858 -3.887
H -0.466 0.105 -3.929
H -1.460 -0.784 -3.515
H -1.956 -1.749 -0.800
C 1.050 1.913 -1.526
N 0.855 0.809 -0.548
C 2.141 0.061 -0.441
C 0.485 1.392 0.821
C -0.266 0.371 1.578
C -0.385 0.431 2.982
C -1.134 -0.580 3.628
C -1.773 -1.626 2.900
C -1.652 -1.651 1.527
C -0.916 -0.656 0.897
H 1.245 1.513 -2.516
H 1.874 2.582 -1.230
H 0.126 2.518 -1.546
H 1.961 -0.833 0.188
H 2.443 -0.265 -1.425
H 2.934 0.675 0.012
H 1.408 1.711 1.355
H -0.112 2.294 0.618
H 0.109 1.241 3.525
H -1.217 -0.553 4.704
H -2.345 -2.397 3.430
H -2.113 -2.418 0.881

## Properties
ΔE to the lowest compared entry with this formula, charge and spin in eV: 1.506
Charge: +2
Spin multiplicity: 5
LUMO (spin up / spin down) in eV: -7.3 / -11.2
E_tot in eV: -15354.75950

These are the Löwdin partial charges, in e, on atoms 1 to 4:
1. Pt 1.280
2. C -0.198
3. H 0.085
4. H 0.079

=====

The following is a DFT calculation (the ωB97M-V functional and the def2-TZVPD basis) of a cluster of 2 separate species, C5H9N5O2 in total at a distorted geometry.

Geometry (Å):
C -0.663 0.000 -1.119
C 0.455 0.646 -1.552
C 1.826 0.442 -1.103
C 0.350 1.490 -2.767
C -1.693 -1.301 0.463
N -0.699 -0.524 0.066
N -2.290 -1.676 1.413
N 1.867 -0.829 -0.509
N -2.877 -2.415 2.200
N 0.335 0.854 2.342
O -0.740 1.801 -3.260
O 2.763 1.170 -1.194
H -1.623 0.210 -1.583
H 1.393 1.841 -3.196
H 2.870 -1.221 -0.403
H -0.118 -0.112 0.793
H -3.744 -1.954 2.651
H 1.161 -1.497 -1.001
H 1.296 1.101 2.045
H 0.256 0.274 3.114
H -0.125 1.701 2.599

## Properties
ΔE to the lowest compared entry with this formula, charge and spin in eV: 3.300
Spin multiplicity: 1
LUMO in eV: -0.3
E_tot in eV: -16872.42687

These are the Löwdin partial charges, in e, on atoms 1 to 4:
1. C -0.070
2. C -0.135
3. C -0.567
4. C -0.202

=====

The following is a DFT calculation (the ωB97M-V functional and the def2-TZVPD basis) of a structure of composition C5H10O.

Geometry (Å):
C -1.543 1.229 0.605
C -0.924 -0.073 0.153
C 0.190 -0.721 0.881
C 1.265 -1.070 -0.310
C 1.129 0.117 -1.221
O 2.552 -1.035 -0.107
H -0.782 1.949 0.930
H -2.222 1.061 1.456
H -2.135 1.674 -0.202
H -0.197 0.257 -0.989
H -1.638 -0.766 -0.304
H -0.097 -1.658 1.373
H 0.685 -0.053 1.594
H 0.849 -1.983 -0.801
H 1.393 0.021 -2.279
H 1.474 1.053 -0.779

## Properties
ΔE to the lowest compared entry with this formula, charge and spin in eV: 4.633
Spin multiplicity: 1
LUMO (spin up / spin down) in eV: -0.7 / -0.5
E_tot in eV: -7390.13236

These are the Löwdin partial charges, in e, on atoms 1 to 4:
1. C -0.097
2. C -0.229
3. C -0.133
4. C -0.594

=====

The following is a DFT calculation (the ωB97M-V functional and the def2-TZVPD basis) of a structure of composition C35H33NO7RuSSe at a distorted geometry.

Geometry (Å):
Ru -0.448 -0.937 -0.614
O -1.094 -0.939 1.243
C -2.010 -0.070 1.840
C -2.732 0.709 0.715
C -1.786 1.654 0.044
C -2.094 3.007 -0.042
C -1.161 3.899 -0.522
C 0.081 3.412 -0.880
C 0.328 2.051 -0.824
C 1.701 1.529 -1.135
C 1.682 0.369 -2.159
O 1.229 -0.745 -1.449
C 0.826 0.702 -3.373
C 0.102 -0.287 -4.023
C -0.668 0.026 -5.136
C -0.705 1.321 -5.628
C 0.048 2.309 -5.005
C 0.804 1.998 -3.886
C 3.128 0.064 -2.565
C 3.964 -0.468 -1.581
C 5.284 -0.772 -1.862
C 5.795 -0.557 -3.138
C 4.970 -0.038 -4.121
C 3.643 0.272 -3.837
N -0.610 1.172 -0.403
C -1.266 0.821 2.848
C -0.304 0.215 3.654
C 0.384 0.934 4.614
C 0.121 2.286 4.801
C -0.852 2.896 4.028
C -1.541 2.164 3.066
C -3.072 -0.844 2.644
C -3.877 -0.189 3.577
C -4.859 -0.872 4.275
C -5.051 -2.231 4.056
C -4.253 -2.886 3.132
C -3.270 -2.200 2.428
H -3.617 1.237 1.074
H -3.058 -0.047 0.001
H -3.067 3.337 0.295
H -1.384 4.957 -0.585
H 0.869 4.069 -1.222
H 2.092 1.103 -0.206
H 2.366 2.335 -1.445
H 0.118 -1.304 -3.649
H -1.254 -0.755 -5.606
H -1.318 1.564 -6.487
H 0.042 3.323 -5.387
H 1.391 2.779 -3.417
H 3.553 -0.655 -0.595
H 5.918 -1.187 -1.087
H 6.827 -0.798 -3.362
H 5.351 0.119 -5.122
H 3.009 0.665 -4.620
H -0.110 -0.839 3.512
H 1.129 0.438 5.224
H 0.661 2.852 5.550
H -1.082 3.946 4.168
H -2.314 2.661 2.496
H -3.733 0.867 3.773
H -5.474 -0.344 4.994
H -5.816 -2.770 4.602
H -4.399 -3.942 2.940
H -2.662 -2.702 1.688
C 3.194 -2.745 2.711
S 1.648 -2.148 1.999
C 1.661 -3.233 0.561
O 1.976 -0.774 1.512
H 3.999 -2.553 2.002
H 3.114 -3.809 2.933
H 3.366 -2.190 3.631
H 1.927 -4.242 0.875
H 2.379 -2.825 -0.150
H 0.667 -3.266 0.111
O -3.337 -3.318 -2.641
Se -2.167 -2.680 -1.745
O -0.611 -2.832 -2.291
O -2.216 -0.959 -1.635
O -2.075 -3.114 -0.180

## Properties
Charge: -1
Spin multiplicity: 2
LUMO (spin up / spin down) in eV: 2.3 / 2.3
E_tot in eV: -131415.39572

These are the Löwdin partial charges, in e, on atoms 1 to 4:
1. Ru 1.416
2. O -0.321
3. C -0.445
4. C -0.051

=====

The following is a DFT calculation (the ωB97M-V functional and the def2-TZVPD basis) of a structure of composition C10H15AsAuClO3 at a distorted geometry.

Geometry (Å):
Au 0.237 -0.102 0.723
Cl -5.578 -4.224 1.765
C -4.082 -3.539 1.206
C -2.904 -4.287 1.331
C -1.719 -3.755 0.915
C -1.614 -2.433 0.388
O -0.474 -1.999 0.013
C -2.835 -1.686 0.284
C -2.863 -0.317 -0.116
O -1.918 0.425 -0.388
C -4.054 -2.280 0.674
H -2.944 -5.279 1.756
H -0.809 -4.333 0.985
H -3.882 0.117 -0.142
H -4.976 -1.728 0.558
C 0.474 3.014 2.642
As 1.436 1.486 1.910
C 3.034 2.342 1.198
C 2.140 0.614 3.499
H 1.095 3.556 3.362
H -0.439 2.677 3.135
H 0.195 3.689 1.829
H 3.543 2.900 1.990
H 2.765 3.026 0.391
H 3.710 1.587 0.796
H 2.685 1.303 4.149
H 2.811 -0.189 3.187
H 1.320 0.164 4.061
O 1.292 0.244 -1.624
H 0.442 0.590 -1.919
H 1.281 -0.693 -1.839

## Properties
ΔE to the lowest compared entry with this formula, charge and spin in eV: 0.116
Spin multiplicity: 1
LUMO in eV: 0.5
E_tot in eV: -93808.97159

These are the Löwdin partial charges, in e, on atoms 1 to 4:
1. Au 0.622
2. Cl 0.636
3. C -0.686
4. C -0.103

=====

The following is a DFT calculation (the ωB97M-V functional and the def2-TZVPD basis) of a structure of composition C18H17FeN4O4 at a distorted geometry.

Geometry (Å):
Fe 7.196 13.735 9.091
C 5.881 17.773 9.390
C 6.243 16.422 9.875
O 6.336 15.527 8.964
C 6.499 16.297 11.224
C 6.700 15.055 11.846
C 6.446 14.863 13.294
N 7.068 14.002 11.094
N 7.057 12.785 11.654
C 6.688 11.914 10.794
O 6.365 12.145 9.537
C 6.656 10.527 11.274
C 5.759 9.598 10.779
C 5.700 8.345 11.322
C 6.638 7.983 12.296
C 7.588 8.899 12.688
C 7.598 10.191 12.240
H 4.817 17.792 9.022
H 6.497 18.074 8.557
H 5.898 18.524 10.150
H 6.387 17.200 11.893
H 7.328 14.549 13.809
H 5.748 14.038 13.289
H 5.968 15.754 13.724
H 5.137 10.020 10.012
H 4.957 7.627 10.998
H 6.612 6.967 12.671
H 8.268 8.502 13.457
H 8.301 10.820 12.603
O 7.718 13.550 6.987
N 9.001 13.412 6.745
N 9.674 13.416 7.820
O 9.115 13.468 9.016
C 11.125 13.287 7.771
C 11.772 13.658 8.917
C 13.189 13.402 9.034
C 13.887 12.776 7.992
C 13.216 12.388 6.858
C 11.864 12.612 6.739
H 11.220 14.026 9.822
H 13.698 13.587 9.970
H 14.989 12.661 8.032
H 13.772 11.802 6.117
H 11.320 12.450 5.843

## Properties
Spin multiplicity: 6
LUMO (spin up / spin down) in eV: 0.1 / -1.0
E_tot in eV: -67475.91448

These are the Löwdin partial charges, in e, on atoms 1 to 4:
1. Fe 1.120
2. C -0.028
3. C -0.454
4. O -0.102